[1]
The following is a DFT calculation (wB97M-V/def2-TZVPD) of the molecule C15H22N2O3 in a non-equilibrium geometry.

The value obtained for the gap between HOMO and LUMO is 9.7 eV. Its SMILES is CC(C)C[C@H](N)C(=O)N[C@@H](Cc1ccccc1)C(=O)O. The energy above the lowest of the compared OMol25 structures with the same formula, charge and spin is 1.159 eV. As for the total charge: 0.

Each line ends with the natural charge from an NBO analysis.
CARTESIAN COORDINATES (ANGSTROEM)
1 C 1.16 0.69 4.68  -0.592
2 C 0.79 0.49 3.20  -0.219
3 C 1.44 -0.76 2.60  -0.619
4 C 1.16 1.79 2.50  -0.408
5 C 0.56 1.98 1.11  -0.137
6 N -0.93 1.92 1.03  -0.855
7 C 1.21 0.94 0.17  0.713
8 O 2.44 0.75 0.12  -0.694
9 N 0.37 0.29 -0.67  -0.623
10 C 0.99 -0.77 -1.39  -0.171
11 C 0.03 -1.96 -1.62  -0.400
12 C -1.32 -1.50 -2.27  -0.017
13 C -2.50 -1.59 -1.58  -0.246
14 C -3.69 -1.09 -2.17  -0.199
15 C -3.71 -0.57 -3.44  -0.227
16 C -2.46 -0.47 -4.14  -0.189
17 C -1.29 -0.92 -3.57  -0.235
18 C 1.81 -0.37 -2.63  0.793
19 O 1.66 -0.91 -3.70  -0.584
20 O 2.85 0.47 -2.41  -0.693
21 H 0.80 -0.09 5.31  0.209
22 H 2.23 0.77 4.76  0.204
23 H 0.69 1.60 5.04  0.205
24 H -0.31 0.36 3.18  0.177
25 H 2.50 -0.51 2.42  0.222
26 H 1.38 -1.60 3.28  0.214
27 H 0.99 -1.14 1.66  0.202
28 H 0.72 2.62 3.08  0.208
29 H 2.27 1.85 2.49  0.234
30 H 0.82 3.03 0.76  0.232
31 H -1.30 1.25 1.67  0.360
32 H -1.37 2.82 1.18  0.380
33 H -0.65 0.34 -0.47  0.455
34 H 1.79 -1.26 -0.74  0.236
35 H 0.55 -2.72 -2.20  0.244
36 H -0.25 -2.36 -0.65  0.203
37 H -2.44 -1.95 -0.55  0.206
38 H -4.53 -1.15 -1.47  0.211
39 H -4.62 -0.27 -3.95  0.218
40 H -2.44 0.00 -5.11  0.212
41 H -0.34 -0.64 -4.09  0.258
42 H 2.97 0.64 -1.45  0.513

=====

[2]
The following is a DFT calculation (wB97M-V/def2-TZVPD) of C15H22N2O3 as an isolated structure in a non-equilibrium geometry.

The value obtained for the gap between HOMO and LUMO is 7.8 eV. The energy above the lowest of the compared OMol25 structures with the same formula, charge and spin is 16.169 eV. As for the total charge: 0.

Each line ends with the natural charge from an NBO analysis.
CARTESIAN COORDINATES (ANGSTROEM)
1 C -5.71 -0.83 0.72  -0.240
2 H -6.57 -0.77 1.13  0.184
3 O -4.90 0.43 0.97  -0.454
4 C -3.74 0.49 0.48  0.220
5 C -3.14 1.52 0.74  -0.145
6 C -1.94 1.90 0.50  -0.202
7 C -1.31 0.98 -0.23  0.010
8 C -1.88 -0.06 -0.91  0.391
9 C -3.20 -0.34 -0.44  -0.419
10 H -3.59 -1.32 -0.66  0.214
11 O -1.19 -0.70 -1.60  -0.462
12 C -1.82 -2.01 -2.15  -0.283
13 H -1.92 -2.95 -1.32  0.203
14 H -0.94 -2.49 -2.65  0.214
15 H -2.63 -1.95 -2.77  0.199
16 N -0.01 1.30 -0.77  -0.577
17 C 1.01 2.10 -0.47  0.659
18 O 0.72 3.09 0.37  -0.712
19 C 2.42 2.22 -1.28  -0.424
20 C 3.30 1.46 -0.18  -0.185
21 N 2.96 0.01 -0.19  -0.465
22 C 4.05 -0.74 0.27  -0.188
23 C 3.64 -1.90 0.98  -0.454
24 H 4.38 -2.50 1.62  0.241
25 H 3.11 -2.54 0.03  0.202
26 C 2.75 -1.30 1.86  -0.428
27 H 1.95 -2.19 2.30  0.210
28 H 3.25 -0.67 2.64  0.221
29 C 1.95 -0.31 1.06  -0.245
30 H 1.16 -0.73 0.56  0.191
31 H 1.75 0.74 1.45  0.219
32 H 4.56 -1.16 -0.98  0.133
33 H 4.99 -0.28 0.70  0.203
34 H 4.28 1.33 -0.80  0.196
35 H 3.35 1.89 0.66  0.177
36 H 2.26 1.75 -2.10  0.194
37 H 2.72 3.12 -1.60  0.224
38 H 0.38 0.62 -1.26  0.380
39 H -1.41 2.93 0.77  0.298
40 H -3.80 2.51 1.64  0.139
41 H -5.16 -1.81 1.13  0.181
42 H -6.06 -0.81 -0.21  0.181

=====

[3]
The following is a DFT calculation (wB97M-V/def2-TZVPD) of the molecule C15H22N2O3 in a non-equilibrium geometry.

The value obtained for the gap between HOMO and LUMO is 9.8 eV. Its SMILES is CC(C)C[C@H](NC(=O)[C@@H](N)Cc1ccccc1)C(=O)O. The energy above the lowest of the compared OMol25 structures with the same formula, charge and spin is 1.253 eV. As for the total charge: 0.

Each line ends with the natural charge from an NBO analysis.
CARTESIAN COORDINATES (ANGSTROEM)
1 C -1.34 3.74 2.56  -0.607
2 C -0.70 2.36 2.58  -0.221
3 C -0.29 1.95 4.03  -0.614
4 C -1.63 1.26 2.03  -0.407
5 C -1.12 -0.19 1.81  -0.169
6 N -0.11 -0.35 0.74  -0.620
7 C -0.24 0.16 -0.50  0.692
8 O -1.33 0.41 -1.03  -0.675
9 C 1.07 0.61 -1.26  -0.107
10 N 2.25 0.19 -0.57  -0.854
11 C 1.01 0.28 -2.81  -0.458
12 C 1.09 -1.22 -2.95  0.055
13 C -0.03 -2.02 -2.92  -0.249
14 C 0.08 -3.38 -2.97  -0.188
15 C 1.31 -3.96 -3.14  -0.224
16 C 2.47 -3.16 -3.22  -0.196
17 C 2.35 -1.77 -3.13  -0.283
18 C -2.27 -1.16 1.83  0.790
19 O -2.75 -1.72 2.79  -0.571
20 O -2.81 -1.32 0.60  -0.705
21 H -0.69 4.51 3.06  0.214
22 H -2.28 3.73 3.13  0.206
23 H -1.61 4.10 1.56  0.217
24 H 0.13 2.34 1.87  0.191
25 H 0.60 2.57 4.23  0.211
26 H -1.11 2.21 4.76  0.213
27 H 0.00 0.89 4.16  0.209
28 H -2.09 1.53 1.09  0.225
29 H -2.55 1.26 2.73  0.223
30 H -0.58 -0.51 2.68  0.228
31 H 0.86 -0.57 1.06  0.440
32 H 1.12 1.66 -1.07  0.212
33 H 2.89 0.97 -0.61  0.369
34 H 2.65 -0.65 -0.99  0.376
35 H 1.79 0.79 -3.39  0.219
36 H 0.00 0.64 -3.18  0.244
37 H -1.05 -1.63 -2.82  0.230
38 H -0.82 -3.97 -2.90  0.217
39 H 1.42 -5.04 -3.13  0.216
40 H 3.49 -3.65 -3.29  0.218
41 H 3.23 -1.17 -3.31  0.215
42 H -2.42 -0.73 -0.12  0.514

=====

[4]
The following is a DFT calculation (wB97M-V/def2-TZVPD) of the molecule C15H22N2O4S.

The value obtained for the gap between HOMO and LUMO is 9.5 eV. Its SMILES is CC(C)NS(=O)(=O)c1ccc(OCC(=O)N2CCCC2)cc1. The energy above the lowest of the compared OMol25 structures with the same formula, charge and spin is 1.543 eV. As for the total charge: 0.

Each line ends with the natural charge from an NBO analysis.
CARTESIAN COORDINATES (ANGSTROEM)
1 C 2.16 1.92 -0.02  -0.623
2 C 3.59 1.59 -0.42  -0.063
3 C 4.48 2.83 -0.35  -0.605
4 N 4.17 0.54 0.39  -0.869
5 S 4.11 -1.03 -0.13  2.332
6 O 4.85 -1.79 0.83  -0.939
7 O 4.50 -1.04 -1.51  -0.940
8 C 2.39 -1.51 -0.02  -0.371
9 C 1.58 -1.47 -1.14  -0.174
10 C 0.24 -1.78 -1.04  -0.269
11 C -0.29 -2.15 0.19  0.303
12 O -1.59 -2.48 0.42  -0.491
13 C -2.50 -2.47 -0.67  -0.159
14 C -2.79 -1.07 -1.22  0.649
15 O -2.60 -0.80 -2.40  -0.627
16 N -3.26 -0.18 -0.34  -0.424
17 C -3.63 -0.41 1.04  -0.221
18 C -3.95 0.98 1.57  -0.405
19 C -4.49 1.70 0.34  -0.410
20 C -3.58 1.18 -0.77  -0.215
21 C 0.53 -2.20 1.32  -0.246
22 C 1.87 -1.88 1.21  -0.179
23 H 2.13 2.30 1.01  0.198
24 H 1.75 2.69 -0.67  0.215
25 H 1.52 1.04 -0.08  0.218
26 H 3.62 1.20 -1.44  0.221
27 H 4.48 3.23 0.67  0.199
28 H 5.50 2.57 -0.62  0.224
29 H 4.12 3.60 -1.03  0.211
30 H 4.07 0.64 1.38  0.399
31 H 2.02 -1.19 -2.08  0.244
32 H -0.38 -1.72 -1.92  0.243
33 H -3.42 -2.91 -0.27  0.212
34 H -2.14 -3.10 -1.49  0.210
35 H -4.51 -1.06 1.09  0.186
36 H -2.82 -0.89 1.59  0.225
37 H -3.04 1.47 1.92  0.205
38 H -4.66 0.96 2.39  0.220
39 H -5.52 1.41 0.15  0.204
40 H -4.45 2.79 0.43  0.221
41 H -2.66 1.77 -0.85  0.196
42 H -4.05 1.15 -1.75  0.227
43 H 0.10 -2.50 2.26  0.227
44 H 2.53 -1.93 2.06  0.239

=====

[5]
The following is a DFT calculation (wB97M-V/def2-TZVPD) of the molecule C15H22N4O3 in a non-equilibrium geometry.

The value obtained for the gap between HOMO and LUMO is 9.1 eV. Its SMILES is CCCn1cnc2c1c(=O)n(CCCCC(C)=O)c(=O)n2C. The energy above the lowest of the compared OMol25 structures with the same formula, charge and spin is 0.650 eV. As for the total charge: 0.

Each line ends with the natural charge from an NBO analysis.
CARTESIAN COORDINATES (ANGSTROEM)
1 C -2.22 3.45 -0.50  -0.618
2 C -1.28 3.73 -1.67  -0.396
3 C -0.30 2.57 -1.89  -0.222
4 N 0.55 2.37 -0.74  -0.303
5 C 1.58 3.12 -0.33  0.223
6 N 2.12 2.71 0.80  -0.492
7 C 1.38 1.63 1.15  0.353
8 C 0.39 1.38 0.21  -0.092
9 C -0.52 0.29 0.32  0.663
10 O -1.40 0.00 -0.47  -0.642
11 N -0.28 -0.47 1.46  -0.456
12 C -1.16 -1.60 1.74  -0.230
13 C -0.47 -2.97 1.60  -0.400
14 C -0.62 -3.62 0.23  -0.393
15 C 0.02 -2.83 -0.90  -0.538
16 C 0.09 -3.62 -2.19  0.611
17 C 0.44 -2.78 -3.40  -0.719
18 O -0.13 -4.80 -2.26  -0.545
19 C 0.67 -0.22 2.45  0.796
20 O 0.75 -0.90 3.45  -0.628
21 N 1.53 0.85 2.25  -0.409
22 C 2.56 1.13 3.23  -0.410
23 H -1.67 3.43 0.44  0.205
24 H -2.71 2.49 -0.63  0.221
25 H -2.98 4.23 -0.43  0.216
26 H -0.73 4.65 -1.49  0.197
27 H -1.86 3.85 -2.59  0.211
28 H 0.34 2.78 -2.76  0.207
29 H -0.85 1.65 -2.06  0.247
30 H 1.94 3.97 -0.87  0.205
31 H -1.52 -1.48 2.76  0.223
32 H -2.00 -1.52 1.05  0.236
33 H 0.59 -2.85 1.85  0.212
34 H -0.90 -3.63 2.35  0.217
35 H -0.16 -4.61 0.27  0.224
36 H -1.68 -3.76 0.01  0.202
37 H 1.05 -2.56 -0.64  0.219
38 H -0.52 -1.91 -1.09  0.248
39 H -0.43 -2.18 -3.66  0.234
40 H 1.26 -2.12 -3.18  0.221
41 H 0.68 -3.42 -4.24  0.232
42 H 2.20 0.83 4.21  0.237
43 H 2.77 2.19 3.20  0.228
44 H 3.46 0.57 3.00  0.205